{
  "formula": "C22H50F13NO10S8",
  "method": "ωB97M-V with the def2-TZVPD basis set",
  "species": ["N", "C", "O", "C", "O", "O", "C", "C", "C", "F", "F", "C", "F", "F", "C", "F", "F", "C", "F", "F", "S", "F", "F", "F", "F", "F", "H", "H", "H", "H", "H", "H", "H", "H", "C", "S", "O", "C", "H", "H", "H", "H", "H", "H", "C", "S", "O", "C", "H", "H", "H", "H", "H", "H", "C", "S", "O", "C", "H", "H", "H", "H", "H", "H", "C", "S", "O", "C", "H", "H", "H", "H", "H", "H", "C", "S", "O", "C", "H", "H", "H", "H", "H", "H", "C", "S", "O", "C", "H", "H", "H", "H", "H", "H", "C", "S", "O", "C", "H", "H", "H", "H", "H", "H"],
  "coordinates": [[6.144, -4.500, 1.375], [5.659, -3.162, 1.207], [5.265, -2.542, 2.457], [4.094, -3.004, 2.940], [3.952, -3.958, 3.652], [3.090, -2.197, 2.533], [1.771, -2.745, 2.728], [0.810, -1.676, 2.219], [-0.586, -1.734, 2.837], [-0.676, -2.641, 3.849], [-0.902, -0.517, 3.372], [-1.694, -2.049, 1.785], [-1.228, -3.000, 0.933], [-1.930, -0.930, 1.072], [-3.014, -2.599, 2.410], [-2.794, -3.873, 2.766], [-3.317, -1.868, 3.500], [-4.222, -2.475, 1.414], [-4.646, -1.213, 1.454], [-3.809, -2.744, 0.181], [-5.715, -3.616, 1.768], [-5.322, -3.691, 3.304], [-6.668, -2.394, 2.091], [-6.148, -3.532, 0.245], [-4.786, -4.861, 1.445], [-6.911, -4.605, 2.041], [7.070, -4.580, 0.978], [5.543, -5.181, 0.933], [6.448, -2.513, 0.834], [4.803, -3.111, 0.525], [1.700, -3.654, 2.127], [1.632, -2.980, 3.779], [0.750, -1.721, 1.132], [1.226, -0.696, 2.464], [-5.400, 3.342, 0.787], [-3.846, 3.065, -0.059], [-3.731, 4.138, -1.092], [-4.350, 1.576, -0.925], [-5.313, 4.264, 1.356], [-6.200, 3.442, 0.054], [-5.601, 2.512, 1.464], [-5.226, 1.791, -1.538], [-4.572, 0.797, -0.197], [-3.522, 1.262, -1.557], [1.417, 6.298, -0.893], [-0.083, 5.553, -0.239], [0.322, 4.304, 0.465], [-0.763, 5.069, -1.824], [2.016, 6.636, -0.049], [1.971, 5.553, -1.465], [1.147, 7.150, -1.517], [-0.071, 4.399, -2.338], [-0.946, 5.963, -2.421], [-1.709, 4.560, -1.644], [0.838, 9.629, 2.245], [-0.472, 8.570, 1.616], [-0.834, 9.092, 0.272], [-1.733, 9.139, 2.762], [1.720, 9.463, 1.630], [0.529, 10.672, 2.175], [1.055, 9.359, 3.278], [-1.858, 10.217, 2.658], [-1.439, 8.879, 3.779], [-2.661, 8.632, 2.507], [-1.663, 3.833, -6.336], [-2.393, 2.970, -4.938], [-2.753, 1.609, -5.414], [-3.909, 3.932, -4.889], [-0.710, 3.357, -6.555], [-2.326, 3.753, -7.197], [-1.499, 4.878, -6.070], [-4.419, 3.851, -5.849], [-3.670, 4.970, -4.659], [-4.530, 3.521, -4.096], [9.546, -6.804, 0.020], [9.635, -5.676, 1.412], [9.706, -4.302, 0.844], [11.293, -6.136, 1.931], [8.589, -6.656, -0.474], [10.364, -6.596, -0.671], [9.605, -7.828, 0.388], [11.989, -5.974, 1.108], [11.295, -7.181, 2.239], [11.564, -5.504, 2.774], [7.428, -10.744, -0.431], [7.628, -9.405, -1.612], [6.841, -8.254, -1.093], [6.642, -10.150, -2.915], [7.937, -10.455, 0.486], [6.367, -10.895, -0.233], [7.879, -11.651, -0.832], [5.638, -10.342, -2.540], [7.116, -11.075, -3.244], [6.602, -9.444, -3.741], [-7.968, 5.029, -2.045], [-9.043, 5.669, -0.753], [-8.687, 4.940, 0.493], [-10.554, 4.924, -1.380], [-6.950, 5.340, -1.815], [-8.031, 3.940, -2.059], [-8.271, 5.443, -3.007], [-10.428, 3.843, -1.438], [-10.780, 5.340, -2.362], [-11.354, 5.168, -0.685]],
  "atomic_forces_ev_per_a": [[-0.1, 0.3, -0.4], [0.2, -0.2, -0.1], [-0.2, -0.1, 0.2], [0.1, 0.0, 0.3], [-0.1, 0.2, -0.3], [-0.1, -0.3, -0.3], [0.2, 0.2, -0.1], [0.2, 0.1, 0.2], [-0.1, 0.4, 0.0], [0.0, 0.1, -0.3], [0.0, -0.3, 0.0], [0.2, -0.3, 0.0], [-0.1, 0.2, 0.2], [-0.1, -0.1, 0.1], [-0.1, 0.2, 0.1], [0.0, 0.1, -0.1], [0.0, -0.2, -0.1], [0.0, 0.0, 0.3], [-0.1, 0.2, -0.1], [0.1, -0.2, -0.2], [0.1, 0.0, 0.1], [-0.1, -0.1, -0.1], [0.0, -0.1, 0.0], [0.0, 0.0, 0.0], [-0.1, 0.0, 0.0], [0.1, 0.1, 0.0], [0.1, -0.1, 0.2], [0.0, -0.1, 0.1], [-0.1, 0.0, 0.1], [0.0, 0.0, 0.1], [-0.1, -0.1, 0.2], [0.0, 0.0, 0.0], [-0.1, 0.0, 0.0], [-0.1, -0.1, 0.1], [-0.1, 0.0, 0.0], [0.1, -0.1, 0.1], [-0.2, 0.0, -0.2], [0.0, -0.1, 0.0], [0.0, 0.0, 0.0], [0.0, 0.0, 0.0], [0.0, 0.0, 0.0], [0.0, 0.0, 0.0], [0.0, 0.0, 0.0], [0.0, 0.0, 0.0], [0.1, 0.0, 0.0], [-0.2, 0.0, 0.0], [0.1, 0.0, 0.0], [0.0, -0.1, -0.2], [0.0, 0.0, 0.0], [0.0, 0.0, 0.0], [0.0, 0.0, 0.0], [0.1, 0.0, 0.1], [0.0, 0.0, 0.0], [0.0, 0.1, 0.1], [0.0, 0.1, 0.0], [0.1, 0.0, 0.1], [0.0, 0.0, 0.0], [-0.1, 0.0, 0.0], [0.0, 0.0, 0.0], [0.0, 0.0, 0.0], [0.0, 0.0, 0.0], [0.0, 0.0, 0.0], [0.0, 0.0, 0.0], [0.0, 0.0, 0.0], [0.0, 0.1, -0.1], [0.1, 0.0, 0.1], [-0.1, 0.0, 0.0], [-0.1, 0.0, 0.0], [0.0, 0.0, 0.0], [0.0, 0.0, 0.0], [0.0, 0.0, 0.0], [0.0, 0.0, 0.0], [0.0, 0.0, 0.0], [0.0, 0.0, 0.0], [0.1, 0.0, -0.1], [-0.1, -0.1, 0.1], [0.0, 0.0, 0.0], [0.1, 0.1, 0.0], [0.0, 0.0, 0.0], [0.0, 0.0, 0.0], [0.0, 0.0, 0.0], [0.0, 0.0, 0.0], [0.0, 0.0, 0.0], [0.0, 0.0, 0.0], [0.0, -0.1, 0.0], [0.0, 0.0, 0.0], [0.0, 0.0, 0.0], [0.0, -0.1, -0.1], [0.0, 0.0, 0.0], [0.0, 0.0, 0.0], [0.0, 0.0, 0.0], [0.0, 0.0, 0.0], [0.0, 0.0, 0.0], [0.0, 0.0, 0.0], [0.0, 0.0, -0.1], [0.1, 0.0, 0.0], [0.0, -0.1, 0.0], [0.0, 0.0, 0.0], [0.0, 0.0, 0.0], [0.0, 0.0, 0.0], [0.0, 0.0, 0.0], [0.0, 0.0, 0.0], [0.0, 0.0, 0.0], [0.0, 0.0, 0.0]],
  "mulliken_charge": [-0.43, -0.33, -0.32, 0.56, -0.51, -0.23, -0.39, -1.24, 1.29, -0.33, -0.32, 0.24, -0.31, -0.26, 0.71, -0.27, -0.29, 0.56, -0.29, -0.29, 1.41, -0.30, -0.29, -0.31, -0.29, -0.28, 0.15, 0.25, 0.29, 0.33, 0.31, 0.36, 0.32, 0.46, -0.77, 0.57, -0.67, -0.75, 0.35, 0.04, 0.39, 0.30, 0.15, 0.33, -1.09, 0.70, -0.72, -0.64, 0.32, 0.42, 0.35, 0.37, 0.37, -0.03, -1.02, 0.71, -0.61, -1.06, 0.29, 0.34, 0.36, 0.33, 0.36, 0.31, -1.01, 0.65, -0.68, -0.86, 0.33, 0.32, 0.34, 0.42, 0.34, 0.15, -0.86, 0.55, -0.62, -0.96, 0.29, 0.38, 0.27, 0.29, 0.35, 0.34, -0.92, 0.56, -0.59, -1.00, 0.30, 0.31, 0.37, 0.30, 0.37, 0.33, -0.89, 0.48, -0.60, -0.92, 0.23, 0.28, 0.46, 0.30, 0.35, 0.32],
  "homo_energy_ev": -8.3,
  "lumo_energy_ev": 0.398,
  "charge": 0,
  "total_energy_ev": -167591.9974
}